Below is a molecular structure, C51H54GeN6O5PW, with properties calculated with the ωB97M-V functional and the def2-TZVPD basis.

For the total energy, the calculation gives -140554.188 eV. Its relative energy (zero: lowest compared OMol25 entry of this formula, charge and spin) is 0.0 kcal per mole.

ORCA input file:
```
! RIJCOSX wB97M-V def2-TZVPD def2/J DEFGRID3
* xyz 3 3
W -1.353 -0.238 0.588
N -2.514 -2.188 0.984
C -3.345 -2.451 -0.230
C -4.509 -3.413 -0.019
C -5.450 -3.105 1.166
C -6.940 -3.048 0.800
N -7.329 -1.770 0.200
C -7.386 -0.635 0.906
N -7.201 0.534 0.305
N -7.623 -0.668 2.215
C -3.768 -1.096 -0.790
O -4.817 -0.862 -1.306
O -2.806 -0.144 -0.672
H -1.899 -2.982 1.151
H -3.123 -2.134 1.800
H -2.668 -2.865 -0.984
H -4.090 -4.413 0.101
H -5.062 -3.440 -0.959
H -5.198 -2.152 1.650
H -5.325 -3.869 1.934
H -7.557 -3.238 1.676
H -7.199 -3.830 0.088
H -7.122 -1.658 -0.781
H -6.816 0.578 -0.625
H -7.325 1.395 0.813
H -8.041 -1.474 2.646
H -7.541 0.177 2.760
C 2.715 1.771 -3.445
C 1.695 0.832 -3.401
C 0.737 0.895 -2.400
C 0.798 1.908 -1.443
C 1.814 2.865 -1.500
C 2.768 2.792 -2.502
P -0.420 2.001 -0.123
C 0.346 2.851 1.277
C 0.125 4.206 1.527
C 0.781 4.832 2.577
C 1.663 4.116 3.376
C 1.905 2.774 3.115
C 1.253 2.142 2.067
C -1.826 2.989 -0.687
C -2.050 3.134 -2.055
C -3.169 3.822 -2.504
C -4.065 4.365 -1.595
C -3.845 4.223 -0.230
C -2.732 3.536 0.225
H 3.476 1.702 -4.212
H 1.658 0.040 -4.137
H -0.051 0.151 -2.375
H 1.876 3.651 -0.758
H 3.563 3.525 -2.541
H -0.541 4.783 0.898
H 0.615 5.885 2.760
H 2.179 4.611 4.188
H 2.624 2.223 3.708
H 1.491 1.108 1.848
H -1.347 2.728 -2.771
H -3.329 3.948 -3.566
H -4.924 4.919 -1.950
H -4.526 4.678 0.479
H -2.540 3.475 1.290
N -5.482 3.037 4.430
C -5.115 2.088 3.564
O -5.856 1.606 2.715
C -3.696 1.580 3.664
C -2.932 1.551 4.826
C -1.655 1.010 4.790
C -1.165 0.509 3.603
N -1.908 0.532 2.477
C -3.146 1.064 2.507
H -6.431 3.379 4.408
H -4.843 3.469 5.074
H -3.329 1.921 5.763
H -1.040 0.967 5.678
H -0.178 0.076 3.521
H -3.718 1.083 1.585
O -0.220 -1.581 -0.491
C 0.707 -1.659 0.405
O 0.391 -1.009 1.468
C 2.003 -2.321 0.172
C 2.427 -2.206 -1.299
Ge 4.391 -2.004 -1.539
C 4.638 -1.525 -3.401
C 3.755 -1.962 -4.389
C 3.933 -1.593 -5.716
C 4.999 -0.778 -6.071
C 5.888 -0.338 -5.099
C 5.707 -0.710 -3.774
C 5.304 -3.624 -1.010
C 5.335 -4.032 0.326
C 5.964 -5.212 0.693
C 6.573 -6.001 -0.275
C 6.551 -5.607 -1.605
C 5.919 -4.426 -1.970
C 4.836 -0.491 -0.393
C 4.127 0.704 -0.541
C 4.457 1.826 0.204
C 5.495 1.766 1.127
C 6.203 0.585 1.291
C 5.878 -0.533 0.531
H 1.906 -3.374 0.464
H 2.707 -1.866 0.875
H 2.003 -1.302 -1.741
H 2.046 -3.054 -1.868
H 2.926 -2.614 -4.134
H 3.251 -1.954 -6.476
H 5.146 -0.497 -7.105
H 6.726 0.289 -5.374
H 6.408 -0.354 -3.026
H 4.884 -3.416 1.099
H 5.992 -5.513 1.732
H 7.071 -6.918 0.010
H 7.033 -6.217 -2.358
H 5.917 -4.125 -3.012
H 3.336 0.779 -1.284
H 3.924 2.757 0.048
H 5.767 2.644 1.698
H 7.024 0.539 1.995
H 6.459 -1.441 0.650
*
```

---

Below is 2 unconnected molecules or ions with the total composition C4H9N, with properties calculated with the ωB97M-V functional and the def2-TZVPD basis.

For the total energy, the calculation gives -5779.272 eV. Its relative energy (zero: lowest compared OMol25 entry of this formula, charge and spin) is 104.7 kcal per mole.

ORCA input file:
```
! RIJCOSX wB97M-V def2-TZVPD def2/J DEFGRID3
* xyz 0 1
C 1.257 0.192 -0.037
C 2.157 -0.915 -0.226
C -2.115 0.648 -0.180
C -1.232 -0.510 0.290
N 1.498 1.402 0.041
H 2.894 -0.690 -1.016
H 2.671 -0.956 0.642
H 1.747 -1.874 -0.395
H -2.082 0.550 -1.199
H -1.719 1.590 0.293
H -3.053 0.367 0.244
H -1.698 -1.471 0.220
H -1.112 -0.359 1.309
H 0.786 2.027 0.015
*
```

---

Below is a gas-phase ion, C4H6NS (charge +1), with properties calculated with the ωB97M-V functional and the def2-TZVPD basis.

For the total energy, the calculation gives -16559.290 eV. Its relative energy (zero: lowest compared OMol25 entry of this formula, charge and spin) is 75.7 kcal per mole.

ORCA input file:
```
! RIJCOSX wB97M-V def2-TZVPD def2/J DEFGRID3
* xyz 1 1
C 1.977 -1.437 -0.139
C 1.993 1.160 0.511
C -1.253 0.110 -0.377
C -0.231 -0.544 0.522
N 0.775 -1.234 0.118
S 3.002 0.181 -0.160
H 2.538 -2.316 -0.417
H 2.154 2.109 0.928
H -1.159 -0.082 -1.377
H -0.867 1.122 -0.223
H -2.238 0.072 -0.007
H -0.414 -0.445 1.588
*
```

---

Below is 2 unconnected molecules or ions with the total composition C25H43N3O13P, with properties calculated with the ωB97M-V functional and the def2-TZVPD basis.

For the total energy, the calculation gives -66993.515 eV.

ORCA input file:
```
! RIJCOSX wB97M-V def2-TZVPD def2/J DEFGRID3
* xyz 1 1
C -3.071 -2.042 2.682
C -3.022 -0.649 3.299
O -4.289 -0.028 3.392
C -4.837 0.404 2.166
C -4.430 1.824 1.819
O -3.248 1.786 1.004
C -2.898 3.051 0.487
C -1.433 2.959 0.142
C -1.016 2.610 -1.132
P -2.298 2.482 -2.435
O -2.962 3.772 -2.571
O -1.554 1.998 -3.738
O -3.270 1.306 -1.978
C 0.347 2.534 -1.393
C 0.949 2.202 -2.747
O 1.450 3.084 -3.375
O 0.850 0.924 -3.149
C 1.582 -0.033 -2.335
C 0.785 -1.316 -2.174
C 1.672 -2.577 -2.220
N 1.186 -3.717 -1.433
C 1.262 2.849 -0.391
O 2.589 2.711 -0.649
C 0.833 3.219 0.872
C 1.830 3.585 1.934
C 2.047 2.572 3.078
N 1.815 1.182 2.703
C 1.779 0.344 3.932
C 0.476 0.491 4.702
C 2.874 0.716 1.847
C 2.574 -0.558 1.101
O 3.901 1.325 1.723
N -0.512 3.243 1.103
C -0.952 3.564 2.471
C -0.931 5.062 2.760
O -1.370 5.485 3.784
H -2.171 -2.594 2.952
H -3.938 -2.577 3.065
H -3.122 -2.000 1.594
H -2.649 -0.715 4.321
H -2.313 -0.020 2.742
H -4.534 -0.247 1.342
H -5.921 0.356 2.266
H -5.229 2.354 1.295
H -4.195 2.345 2.755
H -3.468 3.343 -0.397
H -3.085 3.827 1.233
H -1.656 1.066 -3.966
H -2.819 0.498 -1.700
H 2.524 -0.224 -2.849
H 1.817 0.418 -1.371
H 0.214 -1.301 -1.241
H 0.066 -1.353 -2.996
H 2.670 -2.323 -1.864
H 1.721 -2.909 -3.258
H 0.180 -3.788 -1.555
H 1.319 -3.499 -0.450
H 2.980 3.531 -0.980
H 2.779 3.745 1.429
H 1.570 4.538 2.398
H 3.063 2.732 3.449
H 1.391 2.819 3.910
H 1.897 -0.698 3.643
H 2.628 0.590 4.578
H 0.430 1.447 5.229
H 0.406 -0.274 5.473
H -0.388 0.438 4.040
H 1.662 -0.449 0.516
H 2.470 -1.403 1.780
H 3.411 -0.764 0.437
H -1.961 3.214 2.646
H -0.321 3.032 3.172
H -0.501 5.710 1.972
C 3.279 -5.793 -3.184
O 2.844 -6.773 -4.132
C 2.030 -6.285 -5.063
O 1.650 -5.141 -5.137
O 1.704 -7.267 -5.896
C 0.828 -6.882 -6.960
H 3.923 -6.307 -2.478
H 3.846 -5.009 -3.685
H 2.426 -5.362 -2.666
H 1.292 -6.118 -7.581
H -0.116 -6.514 -6.565
H 0.660 -7.782 -7.543
*
```

---

Below is C4H7Br in the gas phase, with properties calculated with the ωB97M-V functional and the def2-TZVPD basis.

As for the SMILES: C[C@@H]1C[C@H]1Br. For the total energy, the calculation gives -74302.586 eV. Its relative energy (zero: lowest compared OMol25 entry of this formula, charge and spin) is 24.2 kcal per mole.

ORCA input file:
```
! RIJCOSX wB97M-V def2-TZVPD def2/J DEFGRID3
* xyz 0 1
C -0.357 0.961 -0.627
C -0.230 -0.462 -0.254
C -0.705 0.646 0.754
C 1.108 -1.059 -0.085
Br -2.495 0.555 1.435
H 0.484 1.668 -0.571
H -1.128 1.365 -1.320
H -1.130 -1.051 -0.567
H 0.072 0.826 1.531
H 1.207 -1.573 0.798
H 1.754 -0.201 -0.209
H 1.421 -1.675 -0.885
*
```

---

Below is a molecular structure, C5H10NaO5, with properties calculated with the ωB97M-V functional and the def2-TZVPD basis.

For the total energy, the calculation gives -19999.415 eV. Its relative energy (zero: lowest compared OMol25 entry of this formula, charge and spin) is 8.2 kcal per mole.

ORCA input file:
```
! RIJCOSX wB97M-V def2-TZVPD def2/J DEFGRID3
* xyz 0 2
C -2.337 -0.304 0.670
C -1.647 -1.657 0.773
O -0.709 -1.707 1.828
Na -0.401 0.431 2.927
H -3.073 -0.298 -0.145
H -2.874 -0.071 1.603
H -1.611 0.497 0.459
H -1.156 -1.899 -0.187
H -2.398 -2.441 0.953
O 1.217 -0.111 1.601
C 1.976 0.208 0.507
C 1.088 0.724 -0.622
O 1.940 1.020 -1.767
C 1.384 1.466 -2.848
O 0.168 1.684 -3.014
O 2.076 1.727 -3.869
H 0.152 -1.215 1.555
H 2.547 -0.658 0.106
H 2.731 0.996 0.721
H 0.570 1.647 -0.327
H 0.356 -0.036 -0.924
*
```

---

Below is a molecular structure, C28H32AsN4S3V, with properties calculated with the ωB97M-V functional and the def2-TZVPD basis.

For the total energy, the calculation gives -154547.895 eV. Its relative energy (zero: lowest compared OMol25 entry of this formula, charge and spin) is 37.1 kcal per mole.

ORCA input file:
```
! RIJCOSX wB97M-V def2-TZVPD def2/J DEFGRID3
* xyz -1 2
V -0.503 -0.096 1.336
S -1.355 -2.094 2.462
C -2.484 -1.871 1.172
S -2.895 -0.226 0.772
C -2.822 -2.924 0.306
C -3.726 -2.728 -0.775
N -4.465 -2.604 -1.656
C -2.215 -4.203 0.381
N -1.676 -5.226 0.418
C -2.321 0.636 4.092
N -1.148 1.111 3.355
C 0.013 1.095 4.241
C -1.412 2.477 2.876
C -0.308 2.932 1.961
C 0.143 4.243 1.969
C 1.142 4.644 1.087
C 1.680 3.694 0.228
C 1.225 2.380 0.264
C 0.206 1.926 1.119
H -2.573 1.345 4.895
H -2.111 -0.339 4.523
H -3.155 0.532 3.401
H -0.160 1.713 5.136
H 0.884 1.480 3.712
H 0.202 0.067 4.551
H -1.561 3.155 3.734
H -2.358 2.418 2.327
H -0.287 4.960 2.664
H 1.500 5.667 1.084
H 2.469 3.973 -0.465
H 1.695 1.672 -0.418
C 2.583 -1.141 3.592
As 1.840 -0.951 1.797
C 3.445 -0.232 0.913
C 2.038 -2.808 1.217
H 3.521 -1.697 3.558
H 1.864 -1.676 4.211
H 2.759 -0.156 4.023
H 4.316 -0.845 1.148
H 3.605 0.796 1.235
H 3.290 -0.223 -0.167
H 3.086 -3.108 1.223
H 1.620 -2.924 0.217
H 1.447 -3.441 1.878
N -0.089 -0.658 -0.626
S -0.999 -0.062 -1.807
C 0.148 0.860 -2.834
C 1.121 0.230 -3.599
C 2.044 1.004 -4.284
C 1.979 2.392 -4.203
C 1.001 3.010 -3.443
C 0.073 2.239 -2.747
C -1.373 -1.415 -2.914
C -2.057 -1.149 -4.093
C -2.419 -2.206 -4.908
C -2.117 -3.512 -4.534
C -1.455 -3.762 -3.346
C -1.075 -2.708 -2.522
H 0.792 -0.981 -1.020
H 1.152 -0.851 -3.669
H 2.809 0.527 -4.882
H 2.704 2.993 -4.739
H 0.958 4.088 -3.363
H -0.667 2.709 -2.113
H -2.314 -0.133 -4.368
H -2.960 -2.018 -5.826
H -2.427 -4.335 -5.166
H -1.257 -4.778 -3.031
H -0.610 -2.887 -1.562
*
```

---

Below is 2 unconnected molecules or ions with the total composition C2H6Br2NS2, with properties calculated with the ωB97M-V functional and the def2-TZVPD basis.

For the total energy, the calculation gives -165408.206 eV. Its relative energy (zero: lowest compared OMol25 entry of this formula, charge and spin) is 17.6 kcal per mole.

ORCA input file:
```
! RIJCOSX wB97M-V def2-TZVPD def2/J DEFGRID3
* xyz 1 1
C -1.366 0.063 -0.407
C -0.420 -0.648 0.511
N 1.521 0.848 -0.401
S -0.247 0.075 2.012
S 0.288 -2.091 0.123
Br -3.017 -1.071 -0.507
Br -1.765 2.014 -0.090
H -1.066 0.123 -1.408
H 2.425 0.394 -0.115
H 1.858 1.249 -1.325
H 1.330 1.761 0.208
H 0.530 -0.709 2.589
H -0.071 -2.008 -1.189
*
```

---

Below is C4H8O2 in the gas phase, with properties calculated with the ωB97M-V functional and the def2-TZVPD basis.

As for the SMILES: CO[C@@H](C)C=O. For the total energy, the calculation gives -8371.647 eV. Its relative energy (zero: lowest compared OMol25 entry of this formula, charge and spin) is 37.7 kcal per mole.

ORCA input file:
```
! RIJCOSX wB97M-V def2-TZVPD def2/J DEFGRID3
* xyz 0 1
C -0.058 1.742 0.572
O -0.685 1.033 -0.474
C -0.479 -0.366 -0.501
C 0.928 -0.821 -0.870
C -0.965 -1.055 0.769
O -0.471 -2.066 1.208
H -0.134 2.804 0.322
H -0.565 1.578 1.533
H 1.004 1.490 0.682
H -1.170 -0.709 -1.286
H 1.217 -0.412 -1.842
H 1.666 -0.521 -0.120
H 0.952 -1.915 -0.919
H -1.855 -0.592 1.249
*
```

---

Below is a molecular structure, C37H64Cl2FNOSSbW, with properties calculated with the ωB97M-V functional and the def2-TZVPD basis.

For the total energy, the calculation gives -89879.666 eV. Its relative energy (zero: lowest compared OMol25 entry of this formula, charge and spin) is 4.7 kcal per mole.

ORCA input file:
```
! RIJCOSX wB97M-V def2-TZVPD def2/J DEFGRID3
* xyz 3 3
W 0.024 -0.252 0.644
Cl 0.548 1.055 3.235
C 1.810 -0.131 3.549
Cl 1.866 -1.211 2.102
H 1.555 -0.741 4.409
H 2.774 0.360 3.644
C 3.079 -2.628 -2.671
C 3.029 -2.237 -1.188
C 4.458 -2.132 -0.645
C 2.195 -3.231 -0.399
C 2.777 -4.455 -0.073
C 2.076 -5.430 0.605
C 0.771 -5.188 0.996
C 0.130 -3.990 0.702
C -1.263 -3.832 1.302
C -2.396 -3.354 0.393
C -1.177 -3.008 2.589
C 0.859 -3.018 -0.012
N 0.182 -1.799 -0.464
C -0.511 -1.940 -1.702
C -0.468 -3.051 -2.536
C -1.232 -3.052 -3.697
C -2.044 -1.976 -4.031
C -2.106 -0.854 -3.206
C -1.328 -0.901 -2.085
F -1.296 0.185 -1.182
H 3.744 -1.961 -3.219
H 2.098 -2.595 -3.146
H 3.472 -3.640 -2.778
H 2.559 -1.250 -1.104
H 5.029 -3.036 -0.849
H 4.485 -1.960 0.433
H 4.987 -1.318 -1.139
H 3.796 -4.652 -0.372
H 2.544 -6.378 0.834
H 0.230 -5.951 1.541
H -1.537 -4.842 1.611
H -2.354 -2.282 0.182
H -3.353 -3.554 0.878
H -2.403 -3.885 -0.557
H -1.056 -1.939 2.355
H -0.336 -3.323 3.207
H -2.084 -3.111 3.186
H 0.144 -3.904 -2.277
H -1.197 -3.914 -4.349
H -2.636 -2.002 -4.935
H -2.728 -0.001 -3.437
C 3.317 2.739 1.614
C 3.352 2.468 0.114
C 3.995 3.673 -0.575
C 4.162 1.211 -0.179
Sb 1.309 2.041 -0.611
C 1.379 1.889 -2.822
C 2.443 2.842 -3.366
C 0.029 2.270 -3.422
C 1.762 0.461 -3.189
C -0.033 3.704 -0.049
C -1.409 3.517 -0.683
C 0.606 5.006 -0.531
C -0.216 3.739 1.466
H 4.346 2.768 1.981
H 2.785 1.969 2.170
H 2.869 3.705 1.848
H 4.906 3.912 -0.020
H 3.373 4.566 -0.567
H 4.292 3.464 -1.596
H 5.192 1.366 0.153
H 4.197 0.989 -1.247
H 3.775 0.333 0.342
H 2.333 3.868 -3.015
H 2.337 2.859 -4.454
H 3.451 2.496 -3.152
H -0.148 3.343 -3.357
H -0.816 1.746 -2.978
H 0.055 2.016 -4.485
H 2.748 0.195 -2.809
H 1.807 0.389 -4.280
H 1.044 -0.279 -2.842
H -1.407 3.657 -1.759
H -2.077 4.277 -0.264
H -1.839 2.538 -0.461
H 0.820 4.999 -1.601
H 1.521 5.241 0.011
H -0.095 5.825 -0.348
H -0.803 2.882 1.813
H -0.784 4.638 1.721
H 0.716 3.775 2.025
C -4.381 0.196 5.176
C -3.788 -0.957 4.376
C -3.813 -0.700 2.871
S -2.722 0.698 2.495
O -1.796 0.199 1.298
C -3.811 1.875 1.673
C -4.377 1.494 0.305
C -5.591 0.570 0.286
H -4.383 -0.035 6.239
H -5.413 0.391 4.880
H -3.806 1.120 5.056
H -4.361 -1.869 4.550
H -2.763 -1.166 4.695
H -4.808 -0.448 2.512
H -3.424 -1.531 2.284
H -3.215 2.787 1.619
H -4.588 2.038 2.428
H -3.577 1.087 -0.317
H -4.651 2.449 -0.149
H -5.334 -0.477 0.443
H -6.072 0.628 -0.689
H -6.334 0.866 1.028
*
```